{"formula": "C30H60As3NO6STi", "method": "ωB97M-V/def2-TZVPD", "symbols": ["Ti", "C", "C", "C", "C", "C", "C", "C", "C", "C", "C", "C", "C", "C", "C", "C", "C", "C", "H", "H", "H", "H", "H", "H", "H", "H", "H", "H", "H", "H", "H", "H", "H", "H", "H", "H", "H", "H", "H", "H", "H", "H", "H", "H", "H", "H", "H", "C", "As", "C", "C", "C", "C", "C", "As", "C", "C", "C", "As", "C", "C", "H", "H", "H", "H", "H", "H", "H", "H", "H", "H", "H", "H", "H", "H", "H", "H", "H", "H", "H", "H", "H", "H", "H", "H", "H", "H", "H", "N", "C", "C", "O", "O", "H", "H", "H", "H", "O", "S", "O", "O", "O"], "xyz": [[0.99421, -0.11530, 1.35867], [-0.33567, 1.77496, 1.94716], [0.98603, 1.98576, 2.45528], [1.19725, 0.97590, 3.45613], [-0.00627, 0.20721, 3.51232], [-0.96493, 0.72649, 2.62512], [-2.43909, 0.38423, 2.53288], [-3.17418, 1.44383, 3.37409], [-2.75384, -0.99165, 3.11801], [-2.94714, 0.46296, 1.09068], [2.28021, 0.70232, 4.50508], [3.63782, 1.33935, 4.22803], [2.54369, -0.80563, 4.63043], [1.76199, 1.22489, 5.85568], [1.71514, 3.29568, 2.07427], [1.56492, 4.24316, 3.27739], [3.19386, 3.23197, 1.66738], [1.00451, 3.95961, 0.88051], [-0.79728, 2.35127, 1.16533], [-0.17282, -0.62533, 4.17871], [-2.85310, 1.40311, 4.41796], [-4.25356, 1.27080, 3.33739], [-2.97201, 2.44836, 2.99688], [-2.39164, -1.07800, 4.14594], [-2.33032, -1.79473, 2.51913], [-3.83789, -1.13335, 3.14273], [-2.85402, 1.47782, 0.69494], [-4.00679, 0.19237, 1.05677], [-2.39161, -0.21398, 0.44374], [4.01112, 1.05356, 3.24472], [4.34953, 0.99402, 4.98349], [3.59876, 2.42470, 4.29425], [3.01905, -1.17405, 3.72061], [1.63719, -1.38427, 4.80612], [3.22346, -0.98887, 5.46676], [1.54468, 2.29328, 5.79571], [2.50968, 1.06872, 6.63890], [0.84271, 0.71380, 6.14781], [2.09175, 3.86785, 4.15554], [0.51195, 4.36338, 3.54395], [1.97515, 5.22745, 3.03331], [3.85188, 2.91948, 2.46880], [3.50152, 4.24132, 1.37878], [3.35742, 2.58251, 0.81398], [-0.01596, 4.26185, 1.12204], [0.98705, 3.29407, 0.01482], [1.55367, 4.86091, 0.60229], [-2.97729, 1.94777, -2.29653], [-1.41292, 0.75033, -2.49800], [-0.22297, 2.16648, -3.16904], [-2.12371, 0.03977, -4.22420], [-1.54458, -1.20771, -4.91141], [-2.21589, -1.28986, -6.29686], [-1.91488, -2.51346, -4.18268], [-1.58381, -2.78406, -2.23198], [-3.33963, -2.21239, -1.56370], [-2.07240, -4.69205, -2.31095], [-0.03435, -1.07179, -5.15855], [1.14392, -1.08874, -3.56278], [1.75107, -2.95488, -3.65151], [2.70943, -0.34934, -4.49503], [-3.18813, 2.49355, -3.21885], [-2.77677, 2.66225, -1.49684], [-3.85498, 1.36167, -2.01930], [-0.46984, 2.44178, -4.19646], [0.81459, 1.84791, -3.09499], [-0.35599, 3.03887, -2.52719], [-2.09426, 0.88101, -4.92651], [-3.18310, -0.15085, -4.01493], [-3.30515, -1.30302, -6.20360], [-1.90761, -2.19869, -6.82010], [-1.93542, -0.43075, -6.91205], [-1.38319, -3.33835, -4.67105], [-2.98370, -2.70930, -4.32851], [-4.14040, -2.66338, -2.15401], [-3.43161, -1.12748, -1.58937], [-3.40469, -2.54020, -0.52595], [-2.99342, -4.84523, -2.87817], [-2.20752, -5.04261, -1.28764], [-1.26593, -5.26257, -2.77422], [0.14672, -0.10701, -5.64651], [0.29991, -1.84500, -5.86023], [0.97716, -3.63247, -3.29210], [2.61852, -3.03877, -2.99713], [2.02853, -3.22387, -4.67293], [2.54976, 0.71292, -4.68304], [2.88562, -0.86595, -5.44137], [3.57335, -0.45488, -3.84027], [1.87644, -2.24215, 1.45913], [0.86116, -3.28869, 1.56067], [-0.47673, -2.71844, 1.10273], [-1.45232, -3.45260, 1.01712], [-0.45699, -1.45560, 0.86615], [2.20549, -2.16862, 0.48974], [2.69532, -2.43866, 2.01843], [0.74834, -3.60099, 2.60071], [1.08819, -4.17849, 0.96953], [3.04452, 0.16448, 0.96654], [2.82238, 0.24352, -0.54290], [3.01052, -1.08947, -1.11070], [1.32391, 0.58001, -0.51259], [3.58725, 1.28226, -1.17855]], "atomic_forces_ev_per_a": [[-0.171, -0.011, 0.058], [0.021, 0.026, 0.056], [-0.004, 0.175, -0.038], [0.017, -0.003, 0.029], [0.046, 0.055, 0.048], [0.039, -0.048, -0.034], [0.016, 0.022, -0.003], [-0.019, 0.001, 0.003], [-0.015, -0.014, 0.005], [-0.006, 0.027, -0.001], [0.003, 0.031, -0.009], [0.028, -0.010, 0.030], [-0.018, -0.021, -0.007], [-0.004, 0.010, -0.002], [-0.004, 0.001, 0.056], [0.003, 0.018, -0.003], [0.037, 0.021, 0.044], [-0.016, -0.022, -0.009], [0.002, 0.008, -0.038], [0.010, -0.034, -0.019], [0.004, 0.000, -0.005], [0.003, -0.002, 0.002], [-0.001, -0.004, -0.003], [0.001, 0.005, -0.003], [0.012, -0.002, -0.007], [0.003, 0.000, -0.004], [0.007, -0.022, 0.012], [-0.001, 0.011, 0.011], [0.009, 0.003, 0.026], [-0.015, -0.018, 0.014], [-0.003, -0.006, 0.003], [-0.003, -0.031, 0.034], [0.008, 0.013, 0.004], [-0.004, 0.005, 0.009], [0.001, 0.001, -0.004], [0.000, -0.007, 0.008], [0.000, -0.002, -0.004], [0.002, -0.004, -0.008], [-0.001, 0.000, -0.003], [0.002, -0.006, -0.003], [-0.004, -0.002, -0.002], [-0.033, 0.008, -0.102], [-0.007, 0.010, 0.006], [-0.016, -0.018, -0.042], [-0.005, -0.012, 0.004], [0.007, -0.008, 0.005], [0.004, -0.002, 0.002], [-0.010, 0.043, -0.030], [-0.119, -0.092, 0.167], [-0.020, -0.054, -0.014], [-0.057, 0.025, -0.008], [0.005, 0.023, -0.008], [0.011, 0.018, -0.011], [0.003, -0.024, 0.024], [-0.004, 0.061, -0.008], [0.006, 0.008, 0.000], [0.026, -0.005, 0.010], [-0.005, -0.055, -0.018], [0.083, 0.042, 0.057], [0.000, -0.002, -0.040], [-0.032, -0.013, -0.015], [-0.006, 0.014, -0.012], [-0.004, 0.007, -0.008], [0.001, 0.001, 0.006], [0.013, 0.004, 0.000], [0.033, -0.011, -0.012], [0.018, -0.017, 0.009], [-0.005, -0.018, -0.015], [0.013, 0.007, -0.002], [0.002, 0.001, 0.005], [0.003, -0.002, 0.000], [-0.006, -0.004, 0.001], [0.006, 0.008, -0.012], [-0.001, 0.008, -0.003], [0.001, -0.002, -0.004], [0.012, 0.006, -0.005], [0.004, 0.004, -0.006], [0.004, 0.006, 0.001], [0.002, 0.006, -0.002], [-0.006, 0.000, -0.003], [0.006, 0.003, 0.006], [-0.013, -0.013, 0.006], [-0.006, 0.011, -0.002], [0.000, 0.008, 0.002], [0.011, -0.007, 0.003], [0.005, -0.006, -0.010], [0.019, 0.010, -0.001], [-0.005, 0.001, 0.010], [-0.119, 0.024, -0.230], [0.026, -0.008, 0.029], [-0.005, -0.019, -0.022], [0.030, -0.014, -0.066], [-0.088, 0.032, -0.008], [0.155, -0.028, 0.031], [0.019, 0.097, 0.041], [0.009, 0.016, 0.012], [-0.012, 0.002, -0.004], [0.032, -0.112, -0.020], [-0.124, -0.073, 0.078], [0.087, 0.006, -0.020], [0.052, -0.097, -0.028], [0.013, 0.031, 0.034]], "fmax_ha_per_bohr": 0.005, "energy_ha": -9640.52811, "charge": -1, "de_lowest_ev": 0.000, "e_homo_ha": [-0.1839, -0.1864], "gap_ev": [7.4088, 7.4780], "spin_multiplicity": 2}

=====

{"formula": "C22H25BrF24NO3", "method": "ωB97M-V/def2-TZVPD", "symbols": ["Br", "C", "C", "C", "C", "C", "N", "C", "C", "H", "H", "H", "H", "H", "H", "H", "H", "H", "H", "H", "H", "H", "C", "C", "C", "F", "F", "F", "F", "O", "C", "C", "F", "F", "F", "F", "H", "H", "H", "H", "C", "C", "C", "F", "F", "F", "F", "O", "C", "C", "F", "F", "F", "F", "H", "H", "H", "H", "C", "C", "C", "F", "F", "F", "F", "O", "C", "C", "F", "F", "F", "F", "H", "H", "H", "H"], "xyz": [[-2.76024, -0.00288, 4.69862], [-3.39654, 1.11254, 3.13548], [-4.00363, 0.21608, 1.90040], [-2.90276, -0.25942, 0.78306], [-2.18318, 0.95466, -0.04967], [-0.63597, 0.93164, 0.57835], [-0.15159, 2.17891, 0.90725], [-1.24413, 3.19127, 0.51801], [-2.70928, 2.49858, 0.10657], [-2.58129, 1.89353, 2.82736], [-4.31258, 1.74665, 3.56431], [-4.90034, 0.75327, 1.36852], [-4.42376, -0.78434, 2.39822], [-3.36684, -1.01912, -0.01135], [-2.04753, -0.86931, 1.34681], [-2.25409, 0.78564, -1.22816], [-0.10933, -0.11336, 0.69604], [0.78873, 2.41130, 1.34459], [-1.27611, 4.19634, 1.12337], [-0.84001, 3.53294, -0.54943], [-3.08709, 3.08710, -0.84763], [-3.52578, 2.77420, 0.89786], [3.28985, -1.28780, -3.09864], [2.46753, -1.93427, -4.22374], [2.60259, -1.26017, -5.58385], [2.17864, 0.02428, -5.56758], [1.84045, -1.90070, -6.51170], [1.16616, -2.01548, -3.83598], [2.89812, -3.22975, -4.34459], [2.58328, -0.38451, -2.24270], [2.47842, 0.95490, -2.72188], [1.02852, 1.37609, -2.99360], [0.43854, 0.57291, -3.91496], [0.97109, 2.64107, -3.48974], [3.28389, 1.10896, -3.79899], [3.00829, 1.73927, -1.74422], [3.59857, -2.10221, -2.43266], [4.23160, -0.85888, -3.45871], [3.63774, -1.28152, -5.93676], [0.42966, 1.33762, -2.07962], [6.87531, -5.91618, -2.15271], [7.23329, -7.31536, -2.67629], [8.32696, -7.34134, -3.73731], [7.98190, -6.65548, -4.85101], [8.57299, -8.61848, -4.13788], [6.10207, -7.93196, -3.11292], [7.66294, -8.05007, -1.60210], [5.72497, -5.30028, -2.74025], [5.96113, -4.60939, -3.96562], [5.21408, -5.23270, -5.15174], [5.57369, -6.52707, -5.34507], [5.49720, -4.57568, -6.30836], [7.29517, -4.51163, -4.17407], [5.52068, -3.33783, -3.76329], [6.60385, -6.03977, -1.09765], [7.73747, -5.24028, -2.13452], [9.26468, -6.93111, -3.35139], [4.13240, -5.20284, -4.99516], [-4.87278, 5.31337, 6.45920], [-4.79409, 4.33376, 5.27845], [-5.58613, 4.75231, 4.04556], [-6.91166, 4.85624, 4.29449], [-5.45604, 3.82557, 3.05749], [-5.15397, 3.09249, 5.70298], [-3.47385, 4.23433, 4.92437], [-5.81762, 4.98863, 7.48373], [-7.15507, 5.42045, 7.24006], [-8.14047, 4.25241, 7.10536], [-7.79556, 3.42157, 6.08908], [-9.39507, 4.69969, 6.83050], [-7.16945, 6.24968, 6.17009], [-7.49638, 6.18718, 8.31124], [-3.90151, 5.26737, 6.96579], [-4.96179, 6.35637, 6.13556], [-5.22948, 5.70763, 3.64970], [-8.17949, 3.66239, 8.02504]], "atomic_forces_ev_per_a": [[-0.242, 0.814, -1.426], [-1.823, 1.261, -0.574], [0.258, -1.063, 0.233], [-0.088, -0.727, 0.049], [0.312, 0.183, 0.112], [-0.124, 2.345, -0.489], [-3.214, -3.907, -0.715], [0.357, 2.760, -2.916], [1.390, 1.099, 1.257], [-1.342, -1.759, 0.675], [2.207, -1.498, -0.837], [1.791, -0.859, 1.142], [0.816, 2.263, -1.197], [0.851, 1.745, 1.910], [-1.911, 1.220, -1.114], [0.835, -0.162, 2.617], [-0.627, 2.521, -0.089], [-1.668, -0.499, -0.699], [0.199, -2.434, -0.632], [-0.742, -0.388, 2.237], [1.088, -1.802, 1.655], [1.696, -1.145, -1.171], [0.726, -0.601, 0.761], [-0.497, -0.208, 0.752], [-0.177, -0.122, -1.306], [0.012, -0.457, -0.144], [0.144, -0.115, 0.453], [0.248, 0.148, -0.255], [-0.006, 0.522, -0.284], [-0.602, 1.558, -1.233], [1.910, -1.477, 0.287], [-0.749, 0.150, -0.793], [0.243, 0.277, 0.744], [0.353, -0.302, 0.391], [-0.644, 0.630, 0.782], [-0.717, 0.020, -0.173], [-0.289, 0.104, -0.152], [-0.367, -0.015, -0.127], [0.050, -0.060, 0.191], [0.175, -0.049, 0.124], [-0.212, 0.366, 1.042], [-1.031, -0.230, 0.234], [0.767, -0.706, -0.703], [0.205, -0.402, 0.299], [-0.209, 0.182, 0.371], [0.475, 0.203, -0.064], [0.325, 0.377, -0.375], [0.673, 0.273, -1.828], [0.815, -0.154, 1.922], [-0.463, -0.687, -0.783], [-0.241, 0.602, 0.306], [0.111, 0.241, 0.531], [-0.835, 0.501, -0.337], [-0.069, -0.285, -0.356], [-0.106, -0.181, -0.297], [-0.107, -0.261, -0.272], [-0.103, 0.065, 0.145], [0.141, 0.113, 0.188], [0.593, 0.371, 0.898], [-0.130, -0.557, 1.062], [-0.597, 0.182, -0.653], [0.726, -0.205, -0.410], [0.312, -0.235, -0.034], [-0.005, 0.344, -0.424], [-0.182, 0.300, -0.380], [-1.343, 0.155, -1.263], [1.604, 1.133, 0.541], [-0.738, -0.705, -0.089], [0.091, 0.236, 0.431], [0.567, 0.268, 0.173], [-0.559, -0.173, 0.619], [-0.160, -0.744, -0.479], [-0.214, -0.263, -0.109], [-0.170, -0.308, -0.153], [0.084, 0.005, 0.153], [0.157, 0.208, 0.048]], "fmax_ha_per_bohr": 0.099, "energy_ha": -6104.16286, "charge": 1, "e_homo_ha": -0.4712, "gap_ev": 7.8891}